This record from OMol25 describes 12 unconnected molecules or ions with the total composition C42H96N3O36P9 in a non-equilibrium geometry. The level of theory is wB97M-V/def2-TZVPD.

As for the charge: 0. For the HOMO energy, the calculation gives -9.55 eV. As for the largest force on an atom: 0.08392 hartree/bohr. The value obtained for the LUMO energy is 0.35 eV. The energy relative to the best compared isomer or geometry (same formula, charge and spin) is 73.8 kcal/mol. As for the structure (SMILES): COP(=O)(OC)OC.COP(=O)(OC)OC.COP(=O)(OC)OC.COP(=O)(OC)OC.COP(=O)(OC)OC.COP(=O)(OC)OC.COP(=O)(OC)OC.COP(=O)(OC)OC.COP(=O)(OC)OC.c1ccncc1.c1ccncc1.c1ccncc1. As for the electronic energy: -206906.3309 eV.

```
186
Properties=species:S:1:pos:R:3:forces:R:3
C 1.682 -2.703 3.651 1.2 -0.5 -0.4
O 0.527 -2.059 4.083 -2.1 1.1 1.7
P 0.036 -2.115 5.626 -0.2 0.1 1.0
O 1.123 -2.353 6.614 -1.3 -0.1 -1.2
O -0.775 -0.715 5.921 -0.3 -3.9 -1.8
C -0.357 0.216 6.843 1.0 2.0 0.3
O -1.179 -3.220 5.604 1.9 1.4 0.6
C -2.140 -3.075 4.581 -0.1 -0.1 -1.5
H 2.394 -1.946 3.321 0.1 0.0 0.0
H 1.441 -3.330 2.793 -0.1 -0.1 0.1
H 2.113 -3.301 4.454 0.1 0.0 -0.1
H -0.871 0.310 7.800 -0.6 -0.9 -0.1
H -0.592 1.127 6.294 0.8 0.6 0.5
H 0.694 0.050 7.078 0.1 0.5 -0.1
H -2.013 -3.868 3.845 -0.2 -0.5 0.4
H -1.943 -2.213 3.944 -0.3 0.5 0.4
H -3.154 -3.059 4.982 0.2 0.0 0.1
C 1.751 4.027 7.628 0.5 -1.4 0.2
O 2.118 4.469 6.336 0.3 -1.1 -3.2
P 2.013 3.456 5.003 0.7 0.5 1.0
O 0.633 3.160 4.603 0.7 0.0 -0.1
O 2.911 2.132 5.456 -1.3 2.7 -0.5
C 2.987 1.028 4.545 0.3 -0.4 0.3
O 2.861 4.229 3.795 -2.0 -0.9 2.1
C 4.182 4.630 4.066 1.6 -0.9 0.3
H 0.872 4.534 8.027 0.4 0.4 -0.1
H 2.673 4.093 8.205 -0.4 0.4 0.5
H 1.522 2.961 7.627 -0.2 -0.1 -0.1
H 3.630 1.280 3.701 0.0 0.0 0.0
H 2.026 0.679 4.166 -0.1 0.2 0.1
H 3.456 0.271 5.174 0.0 -0.3 -0.4
H 4.561 4.221 5.003 -0.3 0.3 0.4
H 4.343 5.708 4.051 -0.3 -0.1 -0.2
H 4.820 4.093 3.365 0.0 0.6 -0.5
C 5.976 2.548 1.385 0.7 1.3 -0.4
O 5.513 3.810 0.807 -0.5 0.3 -1.9
P 5.840 4.163 -0.768 0.4 -2.1 -0.1
O 7.239 4.600 -0.989 -1.5 -0.3 0.1
O 4.679 5.141 -1.311 0.7 -2.1 0.9
C 4.584 6.400 -0.722 0.8 2.4 -0.1
O 5.410 2.732 -1.519 0.1 2.0 0.0
C 6.078 2.359 -2.759 0.9 -0.2 0.1
H 5.229 2.241 2.116 0.0 -0.3 -0.5
H 6.900 2.798 1.908 0.0 -0.2 0.1
H 6.228 1.869 0.570 -0.5 -0.4 0.4
H 4.563 7.133 -1.528 -0.7 0.0 -0.1
H 5.513 6.713 -0.245 0.1 -0.4 0.5
H 3.759 6.545 -0.025 -0.1 -0.4 -0.2
H 5.533 1.636 -3.366 -0.5 -0.3 0.9
H 7.042 1.963 -2.440 0.0 -0.2 -0.4
H 6.272 3.119 -3.517 -0.1 0.8 0.7
C -4.791 -4.991 1.878 -1.6 -1.3 0.4
O -3.394 -4.903 1.975 1.5 0.4 -0.4
P -2.537 -4.640 0.642 0.9 0.9 -1.4
O -1.041 -4.589 0.795 -2.6 -0.2 0.3
O -3.060 -5.721 -0.455 0.0 0.8 1.0
C -2.886 -7.155 -0.304 0.9 0.3 -0.3
O -3.208 -3.252 0.064 0.7 -1.8 0.1
C -2.628 -2.009 0.504 -0.2 0.1 0.7
H -5.093 -5.405 0.916 0.0 0.2 -0.1
H -5.401 -4.120 2.117 0.8 0.6 -0.3
H -5.103 -5.710 2.636 0.1 -0.2 0.0
H -2.207 -7.401 0.511 -0.4 0.1 0.4
H -2.348 -7.513 -1.182 -0.2 0.2 -0.2
H -3.843 -7.675 -0.253 0.0 0.3 0.3
H -2.126 -1.454 -0.289 -0.1 -0.4 -0.1
H -1.954 -2.190 1.341 0.3 0.1 -0.2
H -3.430 -1.390 0.908 -0.2 0.0 -0.2
C 7.486 -6.021 -1.800 0.3 -1.3 -0.7
O 6.316 -6.104 -0.960 -0.9 2.8 2.1
P 6.142 -4.994 0.290 0.6 -0.2 0.2
O 7.464 -4.427 0.739 -2.4 -0.9 -0.5
O 5.030 -3.859 -0.166 1.6 -1.6 -0.2
C 4.581 -2.822 0.704 -1.2 0.1 -0.2
O 5.287 -5.880 1.413 1.1 0.5 -2.7
C 5.345 -5.549 2.767 0.6 0.2 1.6
H 8.209 -5.214 -1.684 -0.5 0.1 0.7
H 7.212 -6.048 -2.854 -0.6 0.4 0.1
H 7.968 -6.989 -1.668 0.4 0.2 0.3
H 4.868 -2.950 1.748 0.3 0.2 -0.2
H 3.493 -2.807 0.635 -0.3 -0.6 0.4
H 4.739 -1.821 0.303 1.2 -0.1 0.0
H 5.560 -6.407 3.403 -0.1 -0.5 -0.4
H 4.396 -5.155 3.130 0.0 0.3 -0.3
H 6.178 -4.888 3.002 -0.1 0.4 -0.2
C -1.056 5.315 0.647 -0.1 -0.1 0.9
O -1.800 5.309 -0.601 -0.6 -1.2 -0.1
P -2.836 4.093 -0.870 0.8 -1.8 -0.1
O -3.744 3.668 0.215 0.6 0.8 -0.3
O -3.621 4.411 -2.248 1.1 -0.1 0.8
C -4.014 5.744 -2.405 -0.6 1.8 -0.3
O -1.873 2.889 -1.360 -0.6 1.6 0.6
C -2.480 1.796 -2.062 0.6 -0.4 0.2
H 0.001 5.055 0.589 0.0 0.1 -1.0
H -1.423 4.578 1.362 -0.5 0.1 -0.1
H -1.132 6.306 1.095 -0.2 0.0 -0.2
H -3.155 6.414 -2.381 0.1 0.0 0.0
H -4.716 6.074 -1.640 0.0 -0.2 0.3
H -4.530 5.916 -3.350 0.1 -0.5 -0.1
H -2.234 0.887 -1.513 -0.1 0.0 0.0
H -1.941 1.772 -3.009 -0.6 -0.2 -0.3
H -3.564 1.886 -2.132 0.2 0.0 -0.3
C -4.572 -2.528 -6.025 -0.8 0.4 -1.7
O -3.540 -2.334 -5.125 1.4 0.1 2.7
P -3.814 -2.170 -3.511 0.7 0.5 -1.1
O -4.472 -0.859 -3.175 1.4 -2.5 0.0
O -4.637 -3.524 -3.256 1.7 0.5 -0.6
C -5.919 -3.466 -2.784 -2.5 1.2 1.6
O -2.352 -2.497 -2.836 -3.3 2.1 -0.8
C -1.596 -3.605 -3.213 1.5 -0.9 -0.1
H -5.575 -2.459 -5.602 0.1 0.0 0.1
H -4.474 -3.440 -6.614 0.1 -0.5 0.6
H -4.450 -1.773 -6.802 -0.3 0.4 0.1
H -6.700 -3.313 -3.529 0.2 -0.8 -0.6
H -6.095 -2.549 -2.221 0.4 0.1 0.5
H -6.146 -4.276 -2.090 0.2 -0.3 -0.4
H -2.050 -4.260 -3.957 -0.1 0.2 0.0
H -1.335 -4.179 -2.324 -0.3 -0.1 0.1
H -0.653 -3.203 -3.584 0.0 -0.2 -0.4
C -8.454 4.746 1.082 -0.5 1.3 -0.1
O -8.207 3.431 1.532 0.0 -2.4 -1.2
P -8.321 2.130 0.505 -0.2 0.0 -1.0
O -9.684 1.541 0.263 2.7 1.2 0.9
O -7.648 2.766 -0.838 -0.3 0.2 1.5
C -6.715 2.188 -1.721 0.2 -0.7 -1.1
O -7.219 1.032 1.008 -0.8 1.1 0.0
C -5.879 1.450 1.339 0.6 0.5 0.0
H -8.975 4.866 0.132 0.1 -0.7 -0.2
H -7.542 5.339 1.007 0.2 -0.3 0.1
H -9.106 5.245 1.799 0.1 -0.2 0.3
H -5.785 2.738 -1.869 -0.1 0.6 0.7
H -7.171 2.187 -2.711 -0.1 -0.3 0.0
H -6.400 1.176 -1.470 -0.4 -0.1 0.2
H -5.896 2.262 2.066 0.0 -0.1 0.0
H -5.279 1.772 0.488 -0.5 0.4 -0.3
H -5.255 0.643 1.724 -0.8 -0.5 0.3
C 2.182 2.905 0.303 2.0 0.9 -0.3
O 1.450 1.855 -0.251 -1.7 -1.6 0.6
P 0.644 0.823 0.692 -0.3 -0.1 0.4
O 1.481 0.153 1.737 -1.1 0.7 -1.4
O -0.597 1.729 1.238 2.0 -0.8 -1.2
C -1.591 1.150 2.061 -0.2 -0.1 0.9
O -0.099 -0.152 -0.371 0.0 0.1 0.4
C 0.527 -1.346 -0.922 1.6 0.3 0.4
H 1.953 3.822 -0.239 -0.6 0.2 0.5
H 3.230 2.776 0.032 0.2 -0.4 0.0
H 2.214 2.998 1.388 -0.7 0.0 0.0
H -2.566 1.425 1.660 0.0 -0.2 -0.1
H -1.500 1.564 3.065 0.0 0.2 0.0
H -1.460 0.075 2.184 -0.1 -0.1 -0.3
H 0.265 -1.593 -1.951 -0.5 0.8 0.1
H 0.407 -2.275 -0.364 -0.6 0.3 0.6
H 1.589 -1.104 -0.900 0.2 -0.4 -0.3
N 2.665 -1.298 -3.993 -0.3 0.5 1.6
C 3.091 -0.281 -3.155 -3.0 0.7 -1.4
C 2.266 0.869 -2.922 -0.9 -1.5 -1.8
C 0.951 0.912 -3.538 2.1 -0.9 0.2
C 0.515 -0.209 -4.259 0.8 -0.8 0.1
C 1.375 -1.325 -4.437 2.3 2.3 0.5
H 4.081 -0.282 -2.725 0.2 -0.4 -0.2
H 2.681 1.747 -2.449 -0.1 -0.1 0.3
H 0.414 1.849 -3.541 -0.3 -0.1 0.2
H -0.406 -0.302 -4.814 -0.4 0.5 0.3
H 1.197 -2.110 -5.157 -0.4 -0.2 0.2
N 1.595 -4.945 -3.768 -0.2 -0.2 0.2
C 1.147 -6.197 -4.012 1.0 2.0 -0.9
C 0.823 -7.098 -3.058 -0.2 -0.6 2.2
C 0.937 -6.708 -1.706 0.4 2.0 -0.7
C 1.371 -5.361 -1.425 -0.6 -2.4 -0.4
C 1.709 -4.539 -2.496 -0.9 -0.8 -0.1
H 1.088 -6.431 -5.065 -0.1 -0.2 -0.1
H 0.482 -8.084 -3.339 0.0 -0.1 0.1
H 0.637 -7.355 -0.895 0.1 -0.1 0.0
H 1.392 -5.061 -0.387 0.1 0.3 0.0
H 1.922 -3.496 -2.318 0.5 0.1 -0.2
N 2.409 5.762 -4.232 0.2 -0.4 0.8
C 2.126 4.875 -3.213 -0.6 1.1 -2.7
C 0.845 4.381 -3.067 -0.4 0.2 1.1
C -0.193 4.816 -3.877 0.6 1.3 -1.5
C 0.121 5.684 -4.948 0.3 -0.9 1.2
C 1.441 6.164 -5.062 -1.1 -1.3 0.7
H 2.943 4.504 -2.611 0.1 0.3 0.0
H 0.645 3.767 -2.201 -0.2 -0.4 0.0
H -1.245 4.594 -3.775 0.1 -0.6 0.4
H -0.676 5.894 -5.645 0.2 0.5 -0.1
H 1.631 6.836 -5.885 0.6 0.2 0.1
```
Positions in Å, forces in eV/Å.